Entry 1:
Molecular formula: C29H65NO13P3
Method: DFT, wB97M-V/def2-TZVPD

**HOMO energy**: -11.55 eV
**Frontier orbital gap**: 7.6 eV
**Max |F|**: 7.46 eV/A
**Net charge**: +1

Cartesian coordinates (Å):
C (-2.4912, -1.1798, 0.2001)
C (-1.9454, -0.6153, -1.2386)
C (-1.4373, 0.9425, -1.2311)
C (-0.4783, 1.3603, 0.0297)
N (1.0172, 1.4139, -0.3155)
P (1.6450, -0.2184, -0.6693)
P (1.2083, -1.4797, 1.1039)
P (1.6527, -0.4251, 2.9600)
O (2.8514, 0.6191, 2.7903)
O (2.1738, -1.6571, 4.1200)
O (0.2655, 0.3803, 3.6869)
C (3.4857, -0.2766, -1.1936)
C (4.5408, 0.2945, -0.0765)
C (3.8190, -1.8865, -1.4956)
C (3.9238, -2.0943, -3.1373)
C (2.5135, -2.6722, -3.7971)
H (-2.6512, -0.3230, 0.9996)
H (-1.6638, -1.9195, 0.6394)
H (-3.4424, -1.8317, 0.0017)
H (-1.1738, -1.3925, -1.6507)
H (-2.8763, -0.6565, -1.9851)
H (-0.8799, 1.2117, -2.2517)
H (-2.3936, 1.6318, -1.2076)
H (-0.6388, 0.7411, 1.0093)
H (-0.7645, 2.4854, 0.3075)
H (1.0959, 1.9853, -1.2050)
H (0.8842, -0.6983, -1.8311)
H (2.1042, -2.6047, 1.0036)
H (2.4784, -2.4517, 3.5712)
H (0.4750, 0.3255, 4.6859)
H (3.6254, 0.3293, -2.1977)
H (5.6309, 0.0907, -0.5142)
H (4.4781, 1.4802, 0.0297)
H (4.5061, -0.2575, 0.9588)
H (4.7886, -2.2488, -0.9296)
H (2.8916, -2.5295, -1.1205)
H (4.7537, -2.9265, -3.3293)
H (4.3228, -1.1209, -3.6980)
H (1.7606, -1.7727, -3.9882)
H (2.8050, -3.1957, -4.8290)
H (2.0341, -3.4761, -3.0619)
O (-0.7432, 7.4998, 0.0355)
C (0.2176, 6.9353, 0.5510)
O (0.4739, 5.6357, 0.2824)
C (1.6723, 4.9416, 0.6739)
C (1.5469, 4.3964, 2.0827)
C (1.0705, 7.6461, 1.5619)
H (2.5552, 5.5734, 0.5427)
H (1.7870, 4.1043, -0.0248)
H (1.4166, 5.1984, 2.8141)
H (2.4360, 3.8208, 2.3545)
H (0.6683, 3.7479, 2.1648)
H (0.6043, 7.5649, 2.5467)
H (1.1347, 8.7022, 1.2787)
H (2.0953, 7.2822, 1.6065)
O (7.8168, -1.4343, 8.0788)
C (6.6502, -1.2572, 7.7391)
O (6.3402, -0.3204, 6.8154)
C (5.0438, -0.1687, 6.2090)
C (4.1424, 0.6968, 7.0669)
C (5.5358, -2.0079, 8.4091)
H (4.6001, -1.1410, 5.9777)
H (5.2090, 0.3306, 5.2468)
H (3.9609, 0.2428, 8.0447)
H (3.1790, 0.8569, 6.5751)
H (4.6098, 1.6697, 7.2520)
H (5.2559, -1.4903, 9.3297)
H (5.8950, -3.0131, 8.6550)
H (4.6581, -2.1458, 7.7805)
O (-2.3368, -4.9190, 0.5130)
C (-1.8199, -5.0961, 1.6126)
O (-0.7578, -4.3543, 1.9979)
C (-0.2069, -4.3453, 3.3275)
C (0.7937, -5.4697, 3.5069)
C (-2.2939, -6.2011, 2.5117)
H (-0.9978, -4.3595, 4.0825)
H (0.3099, -3.3850, 3.4416)
H (0.3234, -6.4494, 3.3875)
H (1.2521, -5.4240, 4.4985)
H (1.5827, -5.4036, 2.7503)
H (-1.8014, -7.1336, 2.2261)
H (-3.3762, -6.3106, 2.3840)
H (-2.1326, -6.0066, 3.5704)
O (0.5848, -0.6471, -5.0097)
C (-0.5107, -0.7401, -5.5565)
O (-1.2710, 0.3589, -5.7588)
C (-2.4681, 0.3884, -6.5572)
C (-3.6753, -0.0251, -5.7390)
C (-1.0703, -2.0837, -5.9250)
H (-2.3506, -0.2070, -7.4669)
H (-2.5964, 1.4272, -6.8841)
H (-3.5842, -1.0534, -5.3793)
H (-4.5899, 0.0544, -6.3330)
H (-3.7734, 0.6119, -4.8536)
H (-1.5648, -2.5189, -5.0533)
H (-0.2415, -2.7314, -6.2307)
H (-1.7597, -2.0573, -6.7667)
O (-5.6279, 0.4934, -4.2989)
C (-6.4518, 1.3947, -4.4275)
O (-6.1695, 2.6467, -4.0037)
C (-6.9773, 3.8049, -4.2818)
C (-8.0888, 3.9479, -3.2612)
C (-7.8223, 1.1069, -4.9689)
H (-7.3480, 3.7896, -5.3105)
H (-6.3103, 4.6721, -4.2082)
H (-8.7729, 3.0956, -3.2896)
H (-8.6640, 4.8600, -3.4422)
H (-7.6748, 3.9873, -2.2481)
H (-8.4630, 0.7541, -4.1573)
H (-7.7363, 0.3221, -5.7282)
H (-8.2870, 1.9573, -5.4643)

=====

Entry 2:
Molecular formula: C29H67Cl2N3O15
Method: DFT, wB97M-V/def2-TZVPD

**HOMO energy**: -8.57 eV
**Structure (SMILES)**: COC[C@H](C)N.COC[C@H](C)N.COC[C@H](C)N.CCOC(=O)OC.CCOC(=O)OC.CCOC(=O)OC.CCOC(=O)OC.ClCCl
**ΔE to the lowest compared entry with this formula, charge and spin**: 0.00 kJ/mol
**Frontier orbital gap**: 9.2 eV
**Max |F|**: 4.28 eV/A

Cartesian coordinates (Å):
C (17.0422, -23.5880, 10.3675)
O (17.3602, -24.9471, 9.9589)
C (16.8327, -25.9411, 10.8294)
C (17.4020, -27.3659, 10.4403)
C (17.0090, -27.8456, 9.0563)
N (16.8586, -28.3190, 11.3819)
H (17.3778, -23.4583, 11.3964)
H (15.9535, -23.5363, 10.3786)
H (17.4894, -22.8156, 9.7418)
H (17.1288, -25.7728, 11.8648)
H (15.7452, -25.9419, 10.9039)
H (18.4823, -27.3519, 10.5844)
H (15.9380, -27.7248, 8.8937)
H (17.2699, -28.8980, 8.9441)
H (17.4809, -27.3272, 8.2216)
H (17.0964, -28.1117, 12.3414)
H (16.9871, -29.2942, 11.1528)
C (21.4255, -29.3429, 5.7725)
O (22.3200, -28.2659, 5.5366)
C (22.4742, -27.4854, 6.7193)
C (23.4134, -26.2763, 6.5406)
C (23.5267, -25.3632, 7.7394)
N (22.9858, -25.3735, 5.4754)
H (20.4656, -29.0589, 6.2040)
H (21.7721, -30.1520, 6.4154)
H (21.1340, -29.8676, 4.8626)
H (21.4939, -27.0807, 6.9709)
H (22.8383, -28.0458, 7.5804)
H (24.4068, -26.6949, 6.3796)
H (24.1797, -24.4920, 7.6868)
H (23.8141, -25.8319, 8.6805)
H (22.5241, -24.9657, 7.8972)
H (22.9145, -26.0189, 4.7017)
H (22.0378, -25.0768, 5.6578)
C (19.3288, -25.7874, 6.1620)
O (20.1068, -25.3043, 5.1008)
C (19.5056, -25.5612, 3.7881)
C (20.5141, -25.1912, 2.6818)
C (20.8053, -23.6725, 2.6034)
N (19.9587, -25.6300, 1.4381)
H (18.3265, -25.3650, 6.0914)
H (19.7073, -25.5102, 7.1459)
H (19.3282, -26.8690, 6.2974)
H (19.2384, -26.6162, 3.7274)
H (18.5573, -25.0350, 3.6792)
H (21.4710, -25.6799, 2.8649)
H (21.4981, -23.3383, 1.8311)
H (21.3006, -23.4041, 3.5365)
H (19.9424, -23.0069, 2.6250)
H (20.6793, -25.6059, 0.7308)
H (19.8643, -26.6281, 1.5603)
C (20.7047, -22.4062, 7.2167)
C (20.8316, -21.3612, 8.3427)
O (19.6753, -20.5460, 8.4264)
C (19.5704, -19.6663, 9.4168)
O (20.3487, -19.5774, 10.3282)
O (18.4724, -18.9304, 9.2254)
C (18.2274, -17.8279, 10.1034)
H (19.8732, -23.0722, 7.4474)
H (21.6095, -22.9909, 7.0508)
H (20.5185, -21.9168, 6.2607)
H (21.6052, -20.6256, 8.1224)
H (21.0291, -21.8010, 9.3204)
H (17.9532, -18.1999, 11.0906)
H (17.4840, -17.1778, 9.6420)
H (19.1213, -17.2165, 10.2266)
C (26.0537, -23.4642, 11.6625)
C (25.3438, -23.9164, 10.4422)
O (26.3688, -24.4078, 9.5900)
C (26.8047, -25.7354, 9.6847)
O (26.4553, -26.5387, 10.5099)
O (27.7199, -26.0252, 8.6564)
C (28.1890, -25.0353, 7.7004)
H (26.5526, -24.2865, 12.1754)
H (25.3384, -22.9304, 12.2882)
H (26.7897, -22.6906, 11.4437)
H (24.9418, -23.0527, 9.9126)
H (24.4490, -24.5025, 10.6518)
H (29.1884, -25.3024, 7.3570)
H (28.2342, -24.0197, 8.0935)
H (27.6745, -25.0581, 6.7397)
C (20.9976, -30.0140, 10.6147)
C (20.0704, -30.0297, 9.3252)
O (19.6559, -31.3699, 9.0471)
C (18.3864, -31.8437, 9.5989)
O (17.4956, -31.1597, 10.1355)
O (18.2375, -33.1719, 9.4008)
C (19.1589, -34.0722, 8.8349)
H (21.9450, -30.5202, 10.4296)
H (20.5633, -30.5036, 11.4864)
H (21.2792, -28.9921, 10.8687)
H (20.7478, -29.7649, 8.5134)
H (19.2298, -29.3359, 9.3401)
H (19.4898, -33.6737, 7.8758)
H (18.6802, -35.0506, 8.8749)
H (19.9665, -34.2098, 9.5538)
C (14.2624, -19.1365, 13.6670)
C (15.3742, -18.9258, 12.6024)
O (16.6733, -19.2482, 13.0105)
C (17.3120, -20.3834, 12.6138)
O (16.8208, -21.1866, 11.8250)
O (18.5599, -20.3846, 13.1658)
C (19.4781, -21.4517, 12.9446)
H (14.3947, -20.1311, 14.0928)
H (13.3484, -19.1704, 13.0740)
H (14.2332, -18.4021, 14.4719)
H (15.4161, -17.8558, 12.3991)
H (15.0657, -19.5255, 11.7461)
H (20.0856, -21.1235, 12.1012)
H (18.9864, -22.4026, 12.7396)
H (20.1056, -21.5978, 13.8238)
Cl (20.8713, -26.2064, 10.2665)
C (20.5070, -24.4413, 10.5475)
Cl (21.7989, -23.7910, 11.5710)
H (20.4221, -23.9721, 9.5673)
H (19.5905, -24.3918, 11.1354)

=====

Entry 3:
Molecular formula: C29H70BrN8NbO7P3S2
Method: DFT, wB97M-V/def2-TZVPD

**HOMO energy**: -4.27 eV
**Frontier orbital gap**: 6.1 eV
**Max |F|**: 5.15 eV/A
**Net charge**: -1

Cartesian coordinates (Å):
C (3.0027, -2.8201, -1.9092)
C (3.8171, -1.8824, -1.4053)
Nb (3.2703, 0.2353, -1.3798)
O (3.1240, 0.2562, 0.6142)
Br (0.7311, -0.5034, -1.4839)
C (2.6818, 2.3923, -1.4863)
C (1.4470, 2.7133, -2.3893)
C (0.1891, 3.0760, -1.6061)
C (-0.8187, 3.8094, -2.5110)
C (-2.2880, 3.6327, -2.0472)
C (-3.1273, 2.7614, -3.0124)
C (-4.4703, 3.4103, -3.4004)
S (-5.9005, 2.7222, -2.5154)
C (-6.3864, 1.4588, -3.5864)
N (-5.7876, 0.8724, -4.5510)
N (-6.6829, -0.0934, -5.0237)
C (-7.7197, 0.0014, -4.3034)
O (-7.6357, 0.9713, -3.3665)
C (5.4392, 0.6551, -1.2312)
C (5.9101, 2.0961, -0.9672)
C (6.2077, 2.9654, -2.1935)
C (7.0237, 2.2735, -3.2794)
C (7.3255, 3.1711, -4.5029)
O (6.6927, 4.4427, -4.4587)
C (7.5783, 5.5026, -4.2113)
P (3.4942, 0.2136, -4.0273)
O (4.7979, -0.7023, -4.4245)
O (2.2224, -0.6046, -4.6557)
S (3.7180, 1.9405, -4.9599)
H (2.4601, -3.4934, -1.2379)
H (2.8364, -2.9403, -2.9770)
H (4.7615, -2.1040, -0.9107)
H (3.8610, 0.7394, 1.0073)
H (3.4658, 3.0690, -1.8217)
H (2.3832, 2.6540, -0.4661)
H (1.6993, 3.5916, -2.9932)
H (1.2545, 1.9264, -3.1191)
H (0.4999, 3.7547, -0.8051)
H (-0.2979, 2.2073, -1.1636)
H (-0.5923, 4.8760, -2.5561)
H (-0.6919, 3.3999, -3.5155)
H (-2.7374, 4.6232, -1.9540)
H (-2.2829, 3.1476, -1.0716)
H (-3.3084, 1.7951, -2.5454)
H (-2.5874, 2.5815, -3.9411)
H (-4.4817, 4.4781, -3.1933)
H (-4.6514, 3.2629, -4.4635)
H (-8.6061, -0.6036, -4.3670)
H (5.9125, 0.2116, -2.1098)
H (5.7869, 0.0451, -0.3869)
H (6.8529, 2.0339, -0.4051)
H (5.2243, 2.6493, -0.3187)
H (5.3237, 3.3949, -2.6596)
H (6.7995, 3.8170, -1.8325)
H (6.4041, 1.4605, -3.6606)
H (7.9370, 1.8184, -2.8865)
H (8.4098, 3.2928, -4.6039)
H (6.9549, 2.6784, -5.4024)
H (8.4090, 5.4940, -4.9262)
H (7.0373, 6.4383, -4.3574)
H (7.9425, 5.4845, -3.1774)
H (5.0723, -0.4738, -5.3240)
H (2.3507, -0.6526, -5.6144)
O (-6.5426, 2.4342, 2.5626)
P (-7.5986, 1.4011, 2.6611)
N (-6.7232, -0.0502, 2.8626)
C (-7.2502, -1.3806, 2.6311)
C (-5.7605, -0.0361, 3.9632)
N (-8.2996, 1.4827, 1.1072)
C (-8.6660, 0.3134, 0.3312)
C (-7.8008, 2.5311, 0.2204)
N (-9.0776, 0.9108, 3.3914)
C (-10.2159, 1.8257, 3.1435)
C (-8.9627, 0.7830, 4.8643)
H (-7.9717, -1.7179, 3.3906)
H (-6.4213, -2.0909, 2.6311)
H (-7.7179, -1.4741, 1.6584)
H (-6.2303, -0.0558, 4.9559)
H (-5.1378, 0.8553, 3.9060)
H (-5.0973, -0.8983, 3.8912)
H (-7.7892, -0.2138, -0.0659)
H (-9.2825, 0.6172, -0.5192)
H (-9.2774, -0.3770, 0.9135)
H (-6.8349, 2.2741, -0.2300)
H (-7.6908, 3.4744, 0.7474)
H (-8.5183, 2.6970, -0.5882)
H (-10.0166, 2.8453, 3.4882)
H (-11.0928, 1.4470, 3.6704)
H (-10.4660, 1.8637, 2.0889)
H (-8.5685, 1.6878, 5.3368)
H (-8.3207, -0.0555, 5.1307)
H (-9.9417, 0.5722, 5.2921)
O (5.2766, -4.2217, 1.7253)
P (4.3444, -4.7121, 2.7653)
N (3.8492, -3.3067, 3.5809)
C (3.2607, -3.2687, 4.9037)
C (3.2843, -2.2653, 2.7101)
N (5.4108, -5.6457, 3.7376)
C (5.3934, -5.6216, 5.1854)
C (6.7777, -5.7848, 3.2527)
N (3.0026, -5.7200, 3.1388)
C (3.2071, -7.1549, 2.8366)
C (1.7773, -5.3126, 2.4045)
H (2.2294, -3.6501, 4.9499)
H (3.2384, -2.2322, 5.2455)
H (3.8508, -3.8087, 5.6357)
H (2.2968, -2.5288, 2.3153)
H (3.9332, -2.0768, 1.8575)
H (3.1870, -1.3229, 3.2471)
H (5.8001, -4.6863, 5.5927)
H (6.0008, -6.4444, 5.5746)
H (4.3878, -5.7830, 5.5744)
H (7.3826, -4.8894, 3.4426)
H (6.7977, -5.9868, 2.1866)
H (7.2526, -6.6333, 3.7540)
H (3.4497, -7.3308, 1.7838)
H (2.2924, -7.6989, 3.0761)
H (4.0001, -7.5757, 3.4457)
H (1.9363, -5.2441, 1.3246)
H (1.4137, -4.3507, 2.7614)
H (0.9829, -6.0340, 2.5895)

=====

Entry 4:
Molecular formula: C29H70NO12S
Method: DFT, wB97M-V/def2-TZVPD

**HOMO energy**: -10.76 eV
**Frontier orbital gap**: 5.9 eV
**Max |F|**: 5.67 eV/A
**Net charge**: +1

Cartesian coordinates (Å):
C (-0.1064, -0.7044, 3.2497)
C (-0.8022, -1.4747, 4.4843)
S (-0.9076, -3.3193, 4.2271)
C (0.2940, -3.8566, 2.9126)
O (-0.0197, -5.1751, 2.3758)
C (-0.5323, -5.0537, 1.0490)
O (-1.6811, -4.5428, 0.9242)
C (0.3286, -5.6106, -0.1816)
C (0.0552, -7.0514, -0.7474)
C (0.8947, -7.5385, -1.9722)
N (1.9043, -6.7297, -2.6008)
C (2.1787, -5.3992, -2.1051)
C (1.4288, -4.7657, -0.8955)
C (1.8213, -3.2641, -0.5033)
C (3.1842, -3.1251, 0.3403)
C (4.1004, -1.8609, -0.0375)
C (3.2695, -0.4934, -0.3268)
C (2.8626, 0.3068, 1.0079)
C (1.9706, 1.6183, 0.7674)
C (0.8854, 1.5047, -0.4034)
C (-0.2350, 0.3708, -0.1770)
C (-1.1392, 0.0693, -1.5045)
C (-2.7108, -0.0773, -1.1816)
O (-3.4601, 1.1245, -1.5763)
C (-3.0061, 2.2218, -0.7400)
H (-0.6656, -1.0345, 2.2969)
H (0.9560, -1.1482, 3.1543)
H (-0.1178, 0.4418, 3.3316)
H (-0.1743, -1.2380, 5.4281)
H (-1.8430, -0.9988, 4.6239)
H (1.3455, -3.8016, 3.3692)
H (0.1959, -3.1130, 2.0357)
H (-0.7442, -7.7216, -0.2934)
H (0.6928, -8.5715, -2.4271)
H (2.4310, -7.0689, -3.4309)
H (2.9933, -4.7828, -2.6388)
H (1.9801, -2.7096, -1.5078)
H (0.9783, -2.7507, 0.0785)
H (3.8306, -4.0761, 0.1907)
H (2.9029, -3.0666, 1.4584)
H (4.7593, -1.6497, 0.8925)
H (4.8362, -2.0711, -0.8939)
H (4.0224, 0.1910, -0.8857)
H (2.4070, -0.6521, -1.0677)
H (2.4359, -0.4424, 1.7590)
H (3.8611, 0.6768, 1.4687)
H (2.6030, 2.5669, 0.5871)
H (1.3868, 1.8052, 1.7536)
H (1.3628, 1.2915, -1.4355)
H (0.3265, 2.5097, -0.5493)
H (0.3166, -0.6032, 0.1067)
H (-0.9833, 0.6306, 0.6463)
H (-0.8183, -0.9295, -1.9993)
H (-1.0376, 0.8811, -2.2972)
H (-2.9381, -0.3695, -0.0862)
H (-3.1769, -0.9249, -1.8207)
H (-3.7813, 3.0793, -0.6767)
H (-2.0717, 2.6640, -1.2302)
H (-2.8319, 1.8062, 0.3127)
C (-1.9674, 3.2464, 3.4384)
O (-1.5464, 1.9875, 2.9252)
H (-1.1807, 3.9788, 3.2628)
H (-2.8793, 3.5659, 2.9279)
H (-2.1502, 3.1630, 4.5121)
H (-2.2609, 1.3591, 3.0945)
C (-1.5105, 7.3216, 3.6129)
O (-1.5754, 6.1631, 4.4343)
H (-1.9875, 7.1039, 2.6591)
H (-2.0355, 8.1479, 4.0994)
H (-0.4660, 7.5919, 3.4412)
H (-1.1469, 6.3818, 5.2718)
C (0.9702, 2.0669, -4.4743)
O (0.3575, 2.0791, -3.1920)
H (1.7205, 1.2761, -4.4987)
H (0.2152, 1.8725, -5.2386)
H (1.4529, 3.0298, -4.6611)
H (-0.3016, 2.7868, -3.1979)
C (3.4442, 5.4452, -1.0995)
O (3.1670, 4.9784, 0.2136)
H (3.4642, 4.5936, -1.7808)
H (2.6629, 6.1418, -1.4130)
H (4.4173, 5.9429, -1.1133)
H (3.1552, 5.7504, 0.7938)
C (1.2301, 6.8945, -3.9836)
O (0.6212, 6.9097, -2.7015)
H (1.9812, 6.1042, -4.0089)
H (0.4726, 6.6989, -4.7468)
H (1.7112, 7.8574, -4.1719)
H (-0.0369, 7.6167, -2.7082)
C (-1.7315, -0.5783, -6.2595)
O (-0.6844, -0.5723, -5.2995)
H (-1.3188, -0.3089, -7.2321)
H (-2.1725, -1.5766, -6.3182)
H (-2.4951, 0.1506, -5.9765)
H (-1.0758, -0.8130, -4.4493)
C (-4.7346, -6.7339, 1.7793)
O (-4.2420, -5.7500, 2.6745)
H (-5.7546, -6.9911, 2.0653)
H (-4.7340, -6.3385, 0.7599)
H (-4.1078, -7.6287, 1.8329)
H (-3.3383, -5.5406, 2.3988)
C (-0.9854, 8.6267, -0.2713)
O (-1.5936, 8.6401, 1.0111)
H (-0.2341, 7.8366, -0.2966)
H (-1.7431, 8.4301, -1.0352)
H (-0.5043, 9.5898, -0.4606)
H (-2.2535, 9.3459, 1.0071)
C (-0.5543, -9.2779, 2.7533)
O (0.2226, -8.5129, 1.8388)
H (-0.6306, -10.2997, 2.3812)
H (-0.0693, -9.2851, 3.7319)
H (-1.5553, -8.8477, 2.8363)
H (0.2744, -7.6140, 2.1929)

=====

Number 2 is which compound? C29H67Cl2N3O15